Here is a single C3H3F2I molecule from OMol25. Energies are from ωB97M-V with the def2-TZVPD basis set.

The geometry in ORCA input format:
```
! RIJCOSX wB97M-V def2-TZVPD def2/J DEFGRID3
* xyz 0 1
C -0.60431 -1.13277 0.90992
C -0.53918 0.00852 0.26688
C 0.81172 0.56687 -0.75432
F 1.99541 0.24861 -0.15252
F 0.69712 0.03736 -1.95691
I -1.92734 1.55776 0.05725
H -1.42433 -1.23082 1.60232
H 0.28741 -1.64093 0.85145
H 0.70351 1.58541 -0.82406
*
```

## Properties
energy above the lowest of the compared OMol25 structures with the same formula, charge and spin	1.143	eV
frontier orbital gap	10.043	eV
lowest unoccupied orbital energy	0.47	eV

Atomic partial charges in e from the Löwdin method, atoms 1 to 4: C -0.048; C -0.682; C -0.424; F 0.045